The following is a DFT calculation (ωB97M-V with the def2-TZVPD basis set) of a structure of composition C45H49N11O3Y.

Computed properties:
* 2S+1: 1
* max |F|: 0.53 eV/Å
* LUMO level: -2.7000 eV
* charge: +1

Each line ends with the Löwdin charge.
Cartesian coordinates (Å):
Y 0.20811 -0.12644 -0.05382  1.533
C 0.69681 4.11098 -2.50989  -0.023
C 1.20381 3.70633 -3.72788  -0.032
C 1.12349 2.36609 -4.06561  -0.001
C 0.54704 1.47243 -3.17433  -0.220
N 0.08424 1.85652 -1.97507  0.080
C 0.15666 3.15071 -1.66798  -0.091
C 0.42779 0.02754 -3.52001  -0.189
C 0.56801 -0.40594 -4.83524  0.018
C 0.45507 -1.75252 -5.11780  -0.014
C 0.17092 -2.63399 -4.09116  0.012
C 0.01121 -2.12968 -2.80878  -0.207
N 0.14479 -0.82722 -2.53225  0.098
C -0.42709 -3.00753 -1.68906  -0.217
C -0.33654 -4.39049 -1.74742  0.008
C -0.86873 -5.14262 -0.71135  -0.025
C -1.49042 -4.49456 0.34106  -0.022
C -1.49756 -3.11015 0.34194  -0.124
N -0.96162 -2.37876 -0.63431  0.066
H 0.72979 5.14410 -2.19439  0.115
H 1.66688 4.41305 -4.40287  0.121
H 1.54651 2.02388 -4.99761  0.113
H -0.23145 3.43983 -0.70132  0.093
H 0.74580 0.29859 -5.63216  0.113
H 0.56495 -2.10969 -6.13282  0.122
H 0.04125 -3.68630 -4.29271  0.113
H 0.15402 -4.87760 -2.57698  0.114
H -0.79883 -6.22202 -0.73172  0.119
H -1.92675 -5.03865 1.16664  0.119
H -1.92914 -2.55672 1.16622  0.114
O 3.74589 2.11942 -2.22685  0.047
C 4.34203 1.02878 -2.75995  -0.262
C 5.30973 1.24334 -3.74065  -0.014
C 5.96991 0.17503 -4.31306  -0.078
C 5.68286 -1.12943 -3.91658  -0.090
C 4.72955 -1.34446 -2.94291  -0.033
C 4.04023 -0.28136 -2.35237  -0.083
C 3.01048 -0.54507 -1.32040  -0.439
O 2.21681 0.44002 -0.98670  -0.237
N 2.94365 -1.73122 -0.79159  0.082
N 1.92846 -1.78143 0.17196  -0.071
C 2.07413 -2.73811 1.01628  -0.064
C 1.23030 -2.99597 2.16301  -0.162
C 1.48789 -4.16173 2.90128  -0.047
C 0.76471 -4.48385 4.02705  -0.094
C -0.23553 -3.60635 4.45387  -0.078
C -0.50088 -2.44622 3.75909  -0.025
C 0.21090 -2.10777 2.58996  -0.397
O -0.09104 -1.01636 1.93761  -0.238
H 3.04684 1.77546 -1.62654  0.061
H 5.53059 2.26339 -4.02658  0.118
H 6.72046 0.35745 -5.07155  0.106
H 6.20585 -1.96449 -4.36204  0.100
H 4.49306 -2.34581 -2.60955  0.106
H 2.92890 -3.40013 0.87085  0.130
H 2.28182 -4.81849 2.56277  0.113
H 0.97622 -5.38880 4.57897  0.101
H -0.80675 -3.83613 5.34504  0.106
H -1.27210 -1.76141 4.09314  0.105
C -5.62730 0.29675 0.53867  -0.043
N -4.21968 0.15619 0.87191  -0.139
C -3.87905 0.35470 2.26584  -0.031
C -3.24501 0.15176 -0.07561  -0.401
N -2.08146 0.76083 0.08176  0.043
C -2.09738 2.07445 0.61395  -0.252
C -3.13588 2.95320 0.28983  -0.029
C -3.14160 4.27110 0.71137  -0.078
C -2.07166 4.75437 1.45173  -0.080
C -1.01442 3.91104 1.74407  -0.041
C -1.00418 2.57218 1.34659  -0.276
N 0.14835 1.77313 1.52838  0.057
C 0.76996 1.79189 2.69140  -0.387
N 0.14287 2.00384 3.88452  -0.134
C -1.21818 1.57162 4.10938  -0.038
C 0.72559 2.81591 4.93468  -0.051
N 2.10159 1.55315 2.77869  -0.124
C 2.99269 1.76481 1.64998  -0.035
C 2.61299 0.65847 3.81649  -0.007
N -3.49950 -0.55947 -1.19873  -0.130
C -4.33774 -1.74285 -1.21428  -0.048
C -2.96252 -0.16060 -2.48625  -0.025
H -6.01381 1.20824 1.00204  0.099
H -6.21452 -0.55050 0.89931  0.096
H -5.75389 0.38326 -0.53718  0.090
H -3.88345 1.41181 2.54784  0.094
H -2.89135 -0.06419 2.44672  0.069
H -4.60703 -0.17736 2.87956  0.102
H -3.94901 2.59053 -0.32979  0.116
H -3.96275 4.92138 0.44104  0.106
H -2.04584 5.78662 1.77417  0.106
H -0.15233 4.29384 2.27875  0.121
H -1.45137 0.79009 3.39441  0.052
H -1.94063 2.38778 4.01300  0.095
H -1.28905 1.15635 5.11725  0.102
H 1.69291 3.19864 4.62058  0.096
H 0.84808 2.24678 5.85980  0.091
H 0.06579 3.66343 5.14335  0.096
H 2.52475 2.43157 0.93126  0.085
H 3.24131 0.82985 1.14641  0.080
H 3.91540 2.21973 2.01324  0.098
H 2.24994 -0.36112 3.66175  0.092
H 2.34067 0.98090 4.81779  0.072
H 3.69871 0.65307 3.75167  0.097
H -5.27868 -1.57374 -1.74436  0.095
H -4.55495 -2.06159 -0.19842  0.092
H -3.79990 -2.54654 -1.72353  0.090
H -3.78216 0.11688 -3.15590  0.100
H -2.41537 -0.98558 -2.94444  0.078
H -2.29389 0.68601 -2.35567  0.074

***

The following is a DFT calculation (ωB97M-V with the def2-TZVPD basis set) of a structure of composition C45H49N12O6RuS.

Computed properties:
* 2S+1: 6
* max |F|: 0.53 eV/Å
* LUMO level (spin up / spin down): 0.0101 / -0.7494 eV
* charge: 0

Each line ends with the Löwdin spin population.
Cartesian coordinates (Å):
Ru -0.00787 0.20433 0.37672  3.995
C 2.19148 3.22791 2.82433  0.001
O 1.34133 4.34731 2.76739  0.003
C 0.23171 4.37816 1.97898  0.011
C -0.30116 5.64893 1.86553  0.002
C -1.44787 5.91044 1.12507  0.009
C -2.06027 4.86332 0.47873  0.001
C -1.53953 3.56423 0.55933  0.009
C -2.24844 2.57328 -0.22096  0.017
N -1.85627 1.38392 -0.48148  0.110
N -2.72318 0.66613 -1.30479  0.015
C -2.29228 -0.56137 -1.44619  0.013
O -1.25575 -1.05632 -0.89003  0.135
C -3.08431 -1.47141 -2.32229  0.006
C -2.84768 -2.83972 -2.26500  0.001
C -3.56736 -3.70481 -3.07383  0.000
C -4.51879 -3.20695 -3.95152  0.000
C -4.75265 -1.83962 -4.01594  0.000
C -4.04218 -0.97525 -3.20209  0.001
C -0.38533 3.26026 1.33095  0.010
O 0.06579 2.04436 1.48074  0.149
H 3.01823 3.53790 3.46504  0.000
H 2.56481 2.96328 1.83547  0.000
H 1.68611 2.36521 3.25699  0.000
H 0.21368 6.44246 2.38720  0.000
H -1.84603 6.91291 1.06998  0.001
H -2.96102 5.02341 -0.09856  0.000
H -3.19512 2.88835 -0.67184  0.005
H -2.08836 -3.20650 -1.58980  0.000
H -3.38284 -4.76894 -3.02161  0.000
H -5.07649 -3.88105 -4.58565  0.000
H -5.49283 -1.44924 -4.70004  0.000
H -4.22614 0.09012 -3.22930  0.000
C -3.00952 -1.72886 4.93587  0.001
N -2.82492 -1.07779 3.65595  0.002
C -1.73183 -0.50184 3.15834  0.005
N -1.92608 -0.17422 1.89752  0.065
C -3.20160 -0.57526 1.67115  0.004
N -3.78178 -1.13045 2.70734  0.003
C -2.63943 -3.19106 4.86986  0.000
C -3.58720 -4.17739 5.09826  0.000
C -3.23834 -5.52081 5.02110  0.000
C -1.94260 -5.88717 4.71333  0.000
C -0.98865 -4.89801 4.47894  0.000
C -1.33786 -3.55774 4.55385  0.000
C 0.38337 -5.28078 4.16073  0.000
N 0.88184 -6.46061 4.02485  0.000
N 2.22851 -6.28291 3.74975  0.000
C 2.42899 -5.01092 3.74354  0.000
O 1.30339 -4.29910 3.99431  0.000
C 3.67381 -4.28116 3.52182  0.000
C 4.85407 -4.98428 3.28626  0.000
C 6.02936 -4.28796 3.08043  0.000
C 6.03490 -2.89810 3.10659  0.000
C 4.86314 -2.19531 3.34472  0.000
C 4.85394 -0.68619 3.35180  0.001
N 4.03791 -0.15569 2.27886  0.002
C 2.72052 0.03950 2.24427  0.005
N 2.34698 0.40292 1.03444  0.065
C 3.51414 0.41252 0.34500  0.004
N 4.56271 0.08425 1.06026  0.002
C 3.68123 -2.89425 3.55112  0.000
H -4.05682 -1.60467 5.21300  0.000
H -2.39164 -1.19871 5.66568  0.000
H -0.82390 -0.36375 3.71399  0.000
H -3.70386 -0.44033 0.73190  0.000
H -4.60630 -3.89711 5.32581  0.000
H -3.98463 -6.28133 5.19763  0.000
H -1.65369 -6.92517 4.65113  0.000
H -0.59324 -2.80482 4.33526  0.000
H 4.83090 -6.06326 3.26702  0.000
H 6.94685 -4.82569 2.89108  0.000
H 6.95494 -2.35916 2.92908  0.000
H 5.85933 -0.29194 3.20430  0.000
H 4.46146 -0.29499 4.29344  0.000
H 2.07043 -0.11150 3.08431  0.000
H 3.58463 0.65847 -0.69705  0.000
H 2.75256 -2.36698 3.71754  0.000
C 0.29174 1.62129 -6.66646  0.000
C 0.42088 0.13506 -6.35250  0.000
C 0.84385 -0.18046 -4.92021  0.001
C -0.23550 -0.00209 -3.86353  0.000
N -0.54502 1.39753 -3.60131  0.011
C 0.07637 2.15460 -2.70406  0.026
S 1.28396 1.52405 -1.66911  0.098
N -0.19928 3.46113 -2.62943  0.016
C -1.08582 4.24522 -3.46688  0.002
C -0.47865 5.60454 -3.79352  0.000
C 0.62047 5.57509 -4.85303  0.000
C 1.91991 4.90447 -4.42523  0.000
H 0.12415 1.78180 -7.73101  0.000
H 1.19784 2.15804 -6.38481  0.000
H -0.54049 2.08599 -6.13831  0.000
H 1.15840 -0.29869 -7.03097  0.000
H -0.52422 -0.37099 -6.57018  0.000
H 1.70507 0.43194 -4.64014  0.001
H 1.17335 -1.22002 -4.86469  0.000
H 0.07764 -0.46234 -2.92187  -0.001
H -1.16758 -0.47843 -4.16909  0.000
H -1.34804 1.78374 -4.07039  0.000
H 0.22489 3.92968 -1.84128  0.000
H -2.04683 4.37217 -2.95659  0.001
H -1.27234 3.70821 -4.39863  0.000
H -0.10523 6.05396 -2.86924  0.000
H -1.28886 6.25060 -4.14011  0.000
H 0.83379 6.60640 -5.14275  0.000
H 0.23292 5.08257 -5.75010  0.000
H 2.31825 5.36650 -3.52254  0.000
H 2.67249 5.00065 -5.20580  0.000
H 1.79298 3.84416 -4.21982  0.001
O 0.45296 -1.65371 1.85668  0.091
C 0.98713 -2.27985 0.89991  0.013
O 1.20356 -1.75842 -0.20191  0.082
H 1.27587 -3.33979 1.06301  0.003

***

Listing ΔE to the lowest compared entry with this formula, charge and spin for the structures above in their given order: 2.2 16.1 kcal/mol.